[1]
Below is a 8-piece molecular cluster, C21H44Cl6O6 overall in a non-equilibrium geometry, with properties calculated with ωB97M-V/def2-TZVPD.

HOMO energy = -6.976 eV
E = -109905.01466 eV
HOMO-LUMO gap = 7.29 eV

The geometry in XYZ format:
```
77
C21H44Cl6O6 ωB97M-V/def2-TZVPD
Cl 1.3086 3.1832 -2.1071
Cl 3.3635 4.3650 -3.7138
Cl 1.5068 2.2424 -4.6974
Cl -0.9724 3.2920 0.4167
Cl -2.8770 5.4096 0.7573
Cl -0.9748 4.7692 2.9532
O 0.3573 -1.9748 0.2853
O -2.2838 0.2652 1.1242
O 0.7828 0.6058 -0.1806
O 1.1119 0.5340 2.4748
O -0.9814 1.2246 -2.2828
O 2.9460 0.0849 -1.4610
C 0.6161 0.2188 3.8000
C -0.8836 -0.0362 -2.9599
C 0.3230 -3.5934 1.8277
C 1.2134 -2.4477 1.3957
C 2.3798 1.2309 2.5867
C 3.9636 -2.1709 -1.5976
C -3.5384 0.7328 0.5030
C -2.6391 1.1948 -3.8934
C 2.4367 1.8055 3.9816
C -2.2340 -0.2296 -3.6544
C -1.9673 4.1375 1.6040
C -3.8305 -0.1395 2.6998
C 3.5624 -0.8714 -2.3051
C -2.5107 -0.6862 2.1799
C -4.5643 0.1581 1.4809
C 2.6895 -1.1663 -3.6286
C -0.0357 -4.2869 0.5072
C -2.1346 1.9479 -2.6884
C 2.3894 2.9607 -3.3558
C 0.0272 -3.1614 -0.5008
C 1.8583 0.5908 4.7293
H -2.4246 -1.7206 1.8474
H -3.5868 0.7680 3.2522
H 1.5960 0.3083 -0.5951
H 2.6034 -0.1939 4.5980
H 3.2753 -1.8999 -4.1825
H -2.2299 1.4857 -4.8609
H -2.1486 -0.9954 -4.4253
H 4.5532 -0.5538 -2.6299
H -4.2087 -0.8188 3.4637
H 1.7190 2.6120 4.1321
H -1.7602 -0.5339 2.9555
H -1.8605 2.9424 -3.0405
H -0.5625 -3.2933 2.3880
H 4.5362 -2.8740 -2.2025
H 1.4144 -1.6141 2.0687
H -2.8431 2.0500 -1.8664
H -3.5641 1.8225 0.4981
H 0.2971 -0.8119 3.9544
H 2.1757 -2.7822 1.0080
H -0.0245 0.0575 -3.6242
H 3.4823 2.0214 4.2013
H 2.5425 1.9722 1.8044
H 2.5886 -0.3018 -4.2846
H -0.5016 -0.8403 -2.3309
H -5.3684 0.8631 1.6920
H 3.2107 0.5264 2.5473
H 0.8691 -3.3926 -1.1533
H 3.0640 2.1315 -3.1429
H -0.1691 0.9679 3.9021
H -5.0416 -0.7469 1.1050
H 1.6757 -1.5501 -3.5139
H 0.7182 -5.0275 0.2405
H -3.6899 0.4737 -0.5449
H 1.6341 0.7262 5.7873
H -0.9388 -3.0914 -1.0009
H 0.8318 -4.2592 2.5248
H -3.7180 1.2801 -4.0224
H -2.9327 -0.7008 -2.9630
H 0.3686 -0.0647 0.3676
H 4.3551 -1.8886 -0.6202
H -1.0041 -4.7817 0.5817
H -2.6169 3.3982 2.0724
H 3.0632 -2.7402 -1.3671
H 0.2121 0.8814 -0.9017
```

[2]
Below is C21H44FIN4O11S2 as an isolated structure in a non-equilibrium geometry, with properties calculated with ωB97M-V/def2-TZVPD.

HOMO energy = -8.997 eV
E = -83459.17656 eV
HOMO-LUMO gap = 8.52 eV

The geometry in XYZ format:
```
84
C21H44FIN4O11S2 ωB97M-V/def2-TZVPD
I 6.8024 -0.6371 4.6168
S 3.2445 -1.5071 5.2020
S 4.2298 -3.3975 2.1747
F 3.8668 -0.3551 6.2025
O 5.4834 -3.1036 3.2242
O 3.1812 -2.1912 2.6967
O 3.9220 0.0889 2.9928
O -2.4072 -1.3214 -1.4763
O 3.5698 -4.7132 2.2574
O 4.6269 -3.1366 0.7715
O 1.7584 -1.4937 5.2700
O -0.2549 -2.2248 -6.6123
O -3.5287 3.0643 2.7685
O 0.5049 4.3575 1.2764
O 3.7162 -2.8448 5.6465
N -4.0908 3.1514 4.9356
N -0.2234 -2.8065 -8.7763
N -1.0750 4.5260 -0.3008
N -2.4507 -2.4801 -3.3932
C -2.6455 -0.0395 -3.4837
C -0.0908 -1.2852 1.2473
C 2.6355 0.7672 2.9665
C -0.5458 4.8636 0.9035
C 0.0541 -2.4536 2.3140
C 1.9867 1.6964 0.6083
C 1.8970 0.4524 1.5925
C -3.1936 2.9298 3.9360
C -2.5355 -2.6656 -4.8295
C -2.2981 5.0119 -0.9052
C -3.8798 3.0423 6.3648
C 0.3614 0.1193 1.7816
C 3.8375 -1.1980 3.4618
C 1.0223 -4.1723 -7.1642
C -1.3017 5.8662 1.7368
C -1.7969 2.5220 4.3265
C 0.1395 -3.6072 -9.9282
C 0.1365 -2.9942 -7.4775
C -2.4926 -1.3147 -2.6953
C 0.5434 -1.6928 -0.1295
C 5.3673 -1.6651 3.3819
H -1.6303 -3.1590 -5.1710
H 0.0889 -2.0846 3.3615
H -2.0569 5.4886 -1.8578
H 0.6490 -0.8288 -0.8231
H -1.3860 6.8147 1.2028
H -0.8151 -2.0031 -8.9198
H -1.8225 1.5805 4.8788
H -1.1953 -1.2078 1.0645
H -0.7696 6.0415 2.6691
H -2.8624 2.7442 6.6029
H -0.2261 0.9339 1.2941
H -4.0836 4.0100 6.8277
H 0.8854 -3.1547 2.0620
H 5.6422 -1.3164 2.3501
H -2.9629 4.1655 -1.0863
H 0.0031 -2.5589 -0.5683
H 0.7771 -4.4438 -9.6562
H 1.2964 1.5331 -0.2607
H 0.6685 -2.9764 -10.6452
H -0.8809 -3.0713 2.2359
H 3.0087 1.8056 0.1722
H 1.9952 0.5732 3.8563
H 2.4910 -0.3532 1.1083
H -4.5708 2.3001 6.7691
H -2.2949 5.4769 1.9709
H -0.5248 3.8518 -0.8100
H -1.1931 2.3820 3.4324
H -3.3987 -3.2998 -5.0501
H -2.6635 0.8073 -2.8013
H -1.8034 0.0823 -4.1677
H 1.7205 2.6669 1.0949
H 0.5241 -5.1024 -7.4444
H 1.5946 -2.0297 0.0966
H -2.6437 -1.7231 -5.3569
H -0.7705 -3.9912 -10.3933
H -5.0040 3.4229 4.6063
H -1.3359 3.3019 4.9361
H 0.1454 0.1989 2.8813
H -2.3467 -3.2959 -2.8106
H 1.2272 -4.1975 -6.0966
H 2.8667 1.8630 2.9706
H 1.9702 -4.0821 -7.6974
H -3.5820 -0.0540 -4.0443
H -2.8072 5.7305 -0.2690
```

[3]
Below is a 10-piece molecular cluster, C21H45F6N3O27PS6 overall in a non-equilibrium geometry, with properties calculated with ωB97M-V/def2-TZVPD.

HOMO energy = -8.013 eV
E = -172863.33472 eV
HOMO-LUMO gap = 9.30 eV
net charge = -1

The geometry in XYZ format:
```
109
C21H45F6N3O27PS6 ωB97M-V/def2-TZVPD
S 7.9676 -6.3254 3.1092
S -1.1598 1.0461 9.2496
S -7.3710 2.7756 4.1667
S -0.7012 5.7447 -9.0078
S 2.5143 -9.1329 -3.4287
S -7.6657 0.0396 -4.6516
P 1.9602 0.4288 -1.0830
F 3.2939 -0.4210 -1.5587
F 1.2676 -0.3503 -2.3258
F 0.5470 1.1351 -0.6804
F 2.5245 1.7399 -1.9307
F 1.6684 -0.8946 -0.1896
F 2.7396 0.9512 0.2470
O -8.0789 3.8272 4.9099
O 8.7127 5.1637 -3.1445
O -2.3361 1.8637 9.6023
O 1.5242 -9.5756 -2.3939
O 7.9340 -6.7419 1.6926
O 3.6213 -8.0006 -2.9679
O -2.1252 6.1457 -8.1279
O -0.1486 0.7171 10.2588
O -8.8178 0.0765 -3.7698
O -7.9385 1.3914 4.2992
O -5.7871 2.7286 4.5476
O -7.0000 3.1895 2.5864
O -0.3907 1.5912 7.9371
O -1.0037 5.9713 -10.4289
O 3.2603 -10.2751 -4.0323
O -1.6002 -0.3000 8.4011
O -0.9606 4.1585 -8.6073
O -5.4745 -4.5992 2.7796
O -0.6797 8.3478 1.7903
O 7.1274 -4.9175 3.1641
O -7.8225 0.5675 -5.9780
O -7.1318 -1.5008 -4.7941
O 9.2666 -6.3198 3.8233
O 0.5182 6.2692 -8.2922
O -6.2153 0.3961 -3.8870
O 1.8889 -8.2424 -4.6693
O 6.7922 -7.0354 3.9308
N -3.9403 -5.9987 3.6348
N 0.6850 7.1862 0.4490
N 7.9736 3.0239 -2.8161
C 0.2116 0.5639 7.2198
C 0.2945 7.6212 1.6632
C -0.6637 -0.7090 7.4747
C 5.7253 -5.1272 3.1435
C -5.8318 4.0163 2.5084
C -4.9826 3.2057 3.5063
C -6.1974 -1.8270 -3.7844
C -5.8429 -0.6365 -2.9524
C -5.9819 -5.5129 4.8649
C 8.7697 2.7348 -1.6588
C -0.1090 7.4120 -0.7621
C 2.4289 -6.8662 -4.5262
C 3.7628 -7.0009 -3.9530
C 7.9740 4.2114 -3.4791
C 7.0491 4.3352 -4.6822
C -2.9622 -5.7897 2.5262
C 1.1017 7.2949 2.9533
C 5.4894 -6.6235 3.5755
C -2.7628 5.0503 -7.5137
C -5.0861 -5.3375 3.6595
C -1.7694 3.9030 -7.4661
H -3.6052 4.8621 -8.1793
H -5.8334 -4.5875 5.4215
H 5.5467 -5.2170 2.0720
H 0.5757 7.7306 -1.5481
H 1.2221 0.3548 7.5708
H 0.5645 7.5598 3.8640
H -4.7924 -0.3463 -2.9324
H 1.4250 6.2540 2.9688
H 8.8666 1.6493 -1.6405
H -1.1803 -1.0736 6.5867
H -0.8129 8.2414 -0.6940
H 6.8186 3.4436 -5.2652
H 1.7892 -6.2745 -3.8715
H -6.3183 -0.5529 -1.9751
H -3.0785 -4.7911 2.1052
H 7.4160 5.1384 -5.3213
H -3.5517 -6.3821 4.4845
H -7.0417 -5.5925 4.6229
H -4.2572 3.9334 3.8700
H 6.1121 4.6442 -4.2188
H 5.1608 -7.2606 2.7544
H 2.3866 -6.3455 -5.4829
H -5.3040 -2.2596 -4.2347
H 1.3677 6.4428 0.4866
H -6.5571 -2.6575 -3.1769
H 4.2489 -6.1718 -3.4386
H 4.4837 -7.4485 -4.6372
H 4.8082 -6.7332 4.4193
H -0.0625 -1.4660 7.9781
H -5.6326 -6.3542 5.4634
H -4.4784 2.4137 2.9526
H -5.3762 3.9047 1.5246
H 8.3095 2.9845 -0.7027
H -3.0539 5.2428 -6.4811
H 5.2148 -4.3364 3.6930
H 9.7969 3.0883 -1.7472
H 0.3433 0.7929 6.1623
H -2.7075 -6.5710 1.8102
H -2.3078 2.9636 -7.5921
H -0.5944 6.4660 -1.0023
H -2.0481 -5.7891 3.1200
H 7.1717 2.4501 -3.0349
H 2.0128 7.8915 2.9086
H -5.9363 5.0706 2.7645
H -1.1666 3.9246 -6.5583
```

[4]
Below is C21H45LuOP3Se as an isolated structure in a non-equilibrium geometry, with properties calculated with ωB97M-V/def2-TZVPD.

HOMO energy = -17.498 eV
E = -151361.54070 eV
HOMO-LUMO gap = 6.55 eV
net charge = +3

The geometry in XYZ format:
```
72
C21H45LuOP3Se ωB97M-V/def2-TZVPD
Lu 0.0644 0.2877 0.4990
Se -0.1879 2.5458 -0.4763
P 1.6552 -0.2675 -1.8414
P 0.6917 -2.5714 0.4781
P 2.4381 1.0602 1.6931
O -1.2342 -0.3377 2.0829
C 3.1534 -1.3096 -2.0352
C -2.1272 -1.2003 4.1376
C -1.3291 4.8376 -1.8201
C 2.2966 1.2866 -2.5802
C 2.5626 0.8516 3.5103
C 0.4817 -3.7090 -0.9470
C -2.8740 -2.4204 -2.5062
C -0.3730 -3.4519 1.6861
C 4.0847 0.4456 1.1703
C 2.7262 2.8726 1.5650
C -3.4084 4.9055 -3.0623
C -2.7122 2.8410 -1.9832
C -2.6992 -0.6281 1.8215
C -3.3026 -0.9242 3.1926
C -3.4448 -1.2243 -2.7253
C 2.3464 -3.0733 1.1041
C -0.9276 -0.4707 3.5489
C 0.6018 -0.8759 -3.2167
C -3.6423 3.5596 -2.7486
C -2.2524 5.5434 -2.5956
C -1.5509 3.4805 -1.5295
H -0.4309 5.3295 -1.4450
H -4.0094 -1.7544 3.1422
H 2.9106 -2.3775 -2.0258
H 1.0167 -0.5230 -4.1710
H -1.3016 1.5772 0.4504
H -2.3223 -0.8609 5.1563
H -1.9102 -2.2746 4.1744
H -0.8104 0.5438 3.9487
H 0.5598 -1.9718 -3.2168
H -3.0418 -2.9736 -1.5734
H 0.0166 -1.0209 3.6395
H 4.3091 0.7678 0.1447
H 2.7611 1.0487 -3.5477
H 3.1202 -2.9187 0.3419
H -4.1118 -0.7613 -1.9867
H -4.5457 3.0668 -3.1038
H 3.4144 1.4332 3.8911
H 1.4761 2.0032 -2.7197
H -3.8519 -0.0398 3.5305
H 2.7024 -0.2081 3.7605
H 3.6299 -1.0614 -2.9937
H 3.0441 1.7439 -1.9180
H 2.5995 -2.4706 1.9873
H 4.1149 -0.6512 1.2096
H 3.4557 3.1803 2.3272
H 0.4852 -4.7435 -0.5757
H -1.4331 -3.2657 1.4707
H -0.1785 -4.5299 1.5977
H 1.6385 1.2059 3.9858
H 4.8525 0.8485 1.8468
H -0.4807 -3.5101 -1.4361
H -3.2928 -0.6741 -3.6623
H 3.1043 3.1319 0.5676
H -2.7456 -1.4881 1.1383
H -2.0641 6.5909 -2.8362
H -3.1341 0.2566 1.3399
H -0.1608 -3.1322 2.7143
H -2.2442 -2.9034 -3.2635
H 3.8648 -1.1024 -1.2259
H -4.1275 5.4570 -3.6713
H 2.3239 -4.1343 1.3911
H -2.8816 1.7934 -1.7353
H 1.2830 -3.5955 -1.6854
H -0.4226 -0.4949 -3.1045
H 1.7813 3.4099 1.7195
```

[5]
Below is C21H45MoN2OP3S as an isolated structure in a non-equilibrium geometry, with properties calculated with ωB97M-V/def2-TZVPD.

HOMO energy (alpha / beta) = -20.356 / -20.548 eV
E = -68050.68779 eV
HOMO-LUMO gap (alpha / beta) = 6.59 / 5.69 eV
2S+1 = 3
net charge = +4

The geometry in XYZ format:
```
74
C21H45MoN2OP3S ωB97M-V/def2-TZVPD
Mo 0.0233 0.1410 -0.0226
S 2.2034 0.9661 -0.4455
P -0.7633 1.2627 -2.1060
P 0.7592 -2.1455 -0.4544
P -0.3853 2.4879 1.0318
O -2.8953 -1.4550 -0.4580
N 4.5779 0.1319 0.4808
N 3.5602 1.8044 1.7454
C 0.7536 3.8345 0.4448
C 5.5010 0.6594 2.6600
C -0.5182 0.1846 -3.5712
C -0.7486 -0.6104 2.0148
C -6.3375 -2.4842 -1.4169
C 0.6644 -0.2669 2.0778
C -0.1155 2.6643 2.8495
C 4.7335 1.9593 2.6110
C -3.9774 -2.2288 -0.8911
C -0.1930 2.8732 -2.7755
C 1.9570 -2.2557 -1.8571
C -2.5596 1.6076 -1.9413
C 1.6031 -3.0933 0.8865
C -5.1557 -1.7205 -1.4739
C -1.9893 3.4167 0.9252
C -3.9780 -3.5742 -0.4576
C -5.1636 -4.3188 -0.4247
C -0.4594 -3.4272 -0.9544
C -6.3627 -3.7561 -0.8498
C 3.5577 0.9590 0.7093
C 5.8047 0.1443 1.2745
H -2.0933 3.9602 -0.0277
H 4.9081 -0.0823 3.2068
H 0.8865 2.9962 -2.6442
H 6.5838 0.7305 0.7669
H 6.4250 0.8096 3.2196
H 0.7176 3.9357 -0.6469
H -7.2947 -4.3182 -0.7505
H -3.1195 0.8732 -2.5621
H -2.8341 2.7198 1.0303
H 4.5042 -0.4236 -0.3638
H -5.1408 -5.3386 -0.0511
H 1.4179 -1.0533 2.1053
H -0.4202 2.8877 -3.8517
H -1.0101 -0.7935 -3.4633
H -2.9581 1.5968 -0.8955
H 1.7949 3.6388 0.7392
H 1.0344 -3.0170 1.8186
H 0.4344 4.7840 0.9031
H -0.9438 -3.2133 -1.9224
H -0.6265 1.8527 3.3777
H 1.6869 -4.1567 0.6367
H 6.1321 -0.8862 1.3363
H -2.0274 4.1441 1.7560
H 0.0373 -4.4105 -1.0065
H 0.9519 2.6187 3.0985
H 0.9795 0.6254 2.6227
H -0.7289 3.7065 -2.2975
H -0.5130 3.6248 3.2022
H -1.5012 0.0565 2.4566
H 0.5612 0.0204 -3.7201
H -3.0690 -4.0133 -0.0557
H 2.8927 -1.7304 -1.6110
H -1.2445 -3.4546 -0.1881
H -1.0546 -1.6630 1.9937
H -0.9228 0.7030 -4.4533
H 5.3351 2.7879 2.2165
H 2.8329 2.5142 1.7551
H 4.3787 2.2274 3.6089
H -7.2636 -2.0925 -1.8357
H 2.6068 -2.6981 1.0683
H -2.7334 2.6329 -2.3350
H -5.1655 -0.7378 -1.9253
H 2.1797 -3.3172 -2.0611
H -2.2433 -1.0088 -1.0999
H 1.5298 -1.7983 -2.7621
```

[6]
Below is C21H45N2NdOP3S as an isolated structure in a non-equilibrium geometry, with properties calculated with ωB97M-V/def2-TZVPD.

HOMO energy (alpha / beta) = -15.902 / -15.943 eV
E = -81487.75319 eV
HOMO-LUMO gap (alpha / beta) = 4.72 / 4.83 eV
2S+1 = 4
net charge = +3

The geometry in XYZ format:
```
74
C21H45N2NdOP3S ωB97M-V/def2-TZVPD
Nd -0.5227 0.6842 -0.6872
S -1.7033 0.8331 1.9570
P 0.6105 3.3511 0.1130
P -0.6016 -2.2048 -1.2807
P -3.2292 0.7574 -1.6798
O 0.1117 1.1760 -2.6629
N 0.2991 -1.1380 2.3356
N -0.0366 0.5376 3.9326
C -4.1373 -0.4791 -0.7646
C 0.4314 4.7395 -1.0775
C 1.3918 3.4701 -5.0960
C 0.9578 -3.1634 -1.2214
C 1.2510 -1.8248 3.1897
C -0.8847 1.8791 -4.8031
C 2.4164 3.3994 0.3921
C -0.7169 2.7124 -5.9253
C 0.0048 4.0757 1.6754
C 0.4157 3.5069 -6.1021
C 1.9415 -0.8622 4.1290
C 0.0935 1.8963 -3.7781
C -0.4011 -0.0367 2.7787
C -1.6590 -3.2679 -0.2250
C -1.1963 -2.6565 -2.9498
C -3.9096 2.3482 -1.1938
C 4.1560 -1.0805 -0.5728
C 3.9806 -1.1182 -1.9076
C 1.1973 2.7368 -3.9339
C -3.8428 0.5706 -3.3622
C 0.9394 0.0015 4.8867
H -5.1903 -0.2326 -0.8785
H 1.8721 2.7437 -3.0982
H -1.0371 -3.7713 0.5221
H 2.5239 -1.4083 4.8799
H 0.6927 -2.5410 3.7902
H -3.4328 -0.2817 -3.8728
H 2.9094 2.6810 -0.2741
H -0.5576 5.1999 -0.9494
H 4.0494 -0.1449 0.0119
H -1.8189 1.3571 -2.0299
H -0.6756 1.2530 4.2773
H 1.3882 0.8699 5.3945
H 2.8286 4.3961 0.1944
H 0.4137 -0.5800 5.6624
H 2.3131 3.9741 -5.2544
H -1.7305 1.1778 -4.7832
H -1.2710 -3.7502 -2.9273
H 0.5739 4.0218 -7.0377
H -4.9289 0.4697 -3.3093
H 2.6297 -0.1945 3.5976
H -3.4485 3.1617 -1.7550
H -3.7435 2.5615 -0.1439
H 3.7460 -0.1947 -2.4786
H 0.5091 4.3440 -2.0954
H 1.7962 -2.4607 -1.3158
H 4.2807 -1.9931 -2.4782
H 4.5461 -1.9220 -0.0451
H 1.0012 -3.9007 -2.0358
H -1.0888 4.0761 1.6756
H -2.1712 -4.0233 -0.8333
H -0.4720 -2.3413 -3.7141
H 2.6363 3.1170 1.4271
H 1.2079 5.4919 -0.9442
H -2.3971 -2.6299 0.2758
H 1.9803 -2.3896 2.6015
H -0.1133 -1.6737 1.5789
H 0.3267 3.4581 2.5200
H -1.4193 2.6210 -6.7480
H 1.0244 -3.6909 -0.2611
H 0.3679 5.1005 1.8155
H -4.9710 2.3947 -1.3859
H -4.0238 -1.5116 -1.0702
H -2.1780 -2.2083 -3.1606
H -3.9366 -0.4579 0.2976
H -3.5693 1.4708 -3.8967
```